{"formula": "C3H3F7P", "method": "wB97M-V/def2-TZVPD", "elements": ["C", "C", "C", "F", "F", "F", "F", "F", "F", "F", "P", "H", "H", "H"], "coordinates": [[-0.12304, 1.17655, 1.63462], [-0.36548, 0.02490, -1.77428], [-0.03607, -1.17633, -0.86374], [-1.06967, 0.92810, -1.01231], [0.80222, 0.64968, -1.98577], [-0.98682, -0.28583, -2.88078], [-1.13431, -1.81298, -0.58668], [0.91852, -2.03532, -1.13944], [0.09457, -1.56588, 1.66519], [1.98779, -0.31685, 0.95064], [0.42169, -0.33631, 0.82708], [0.38566, 1.26927, 2.55129], [-1.19751, 1.41789, 1.59593], [0.30244, 2.06310, 1.01824]], "atomic_forces_ev_per_a": [[0.0, 1.7, -3.2], [1.0, 0.7, -0.4], [-0.1, 1.5, 1.0], [-0.3, -1.2, -0.7], [0.0, -0.2, -0.5], [0.1, 0.3, 0.5], [-1.4, -0.9, 0.2], [0.2, 0.5, -0.6], [-0.4, 0.0, 0.6], [-1.6, 0.3, -0.5], [2.1, -0.2, 1.2], [0.3, -0.3, 1.5], [0.3, -0.7, 0.4], [-0.3, -1.5, 0.6]], "energy_ev": -31464.2053, "total_charge": 1, "e_above_lowest_kcal_mol": 11.6, "e_lumo_ev": -4.559}



{"formula": "C3H3FI2", "method": "wB97M-V/def2-TZVPD", "elements": ["F", "C", "I", "C", "C", "I", "H", "H", "H"], "coordinates": [[0.47694, -1.16282, 1.49225], [0.57263, -0.41227, 0.35434], [2.75327, -0.59862, -0.36033], [-0.10294, 0.88313, 0.25243], [-0.57370, -0.24392, -0.54076], [-2.44311, -1.09720, -0.33656], [0.38427, 1.56041, -0.36354], [-0.58454, 1.14120, 1.16586], [-0.48282, -0.06991, -1.66368]], "atomic_forces_ev_per_a": [[-0.4, 0.6, -0.7], [2.6, -1.2, -0.1], [-1.9, 0.1, 0.4], [0.2, -0.2, 1.6], [-0.9, -0.7, -3.3], [-0.5, -0.5, 0.4], [0.7, 1.8, -0.4], [-0.5, 0.7, 0.4], [0.5, -0.6, 1.8]], "energy_ev": -22076.4337, "total_charge": 0, "e_above_lowest_kcal_mol": 0.0, "smiles": "F[C@]1(I)C[C@@H]1I", "e_lumo_ev": -0.456}